No. 1
{
  "formula": "C11H19NOS",
  "method": "ωB97M-V/def2-TZVPD",
  "total_energy_ev": -26084.2367,
  "smiles": "CC(C)OCCCNCc1cccs1",
  "homo_lumo_gap_ev": 9.298,
  "multiplicity": 1,
  "de_lowest_ev": 3.355,
  "symbols": ["C", "C", "C", "O", "C", "C", "C", "N", "C", "C", "C", "C", "C", "S", "H", "H", "H", "H", "H", "H", "H", "H", "H", "H", "H", "H", "H", "H", "H", "H", "H", "H", "H"],
  "xyz": [[1.21, -0.97, -2.81], [2.41, -0.08, -2.21], [2.15, 1.52, -2.14], [2.89, -0.73, -0.97], [2.86, -0.05, 0.33], [1.49, -0.41, 0.88], [0.94, 0.06, 2.31], [-0.28, -0.67, 2.72], [-1.51, 0.06, 2.65], [-1.96, 0.34, 1.26], [-1.74, 1.56, 0.53], [-2.10, 1.30, -0.88], [-2.58, 0.06, -1.26], [-2.62, -0.92, 0.12], [1.44, -2.00, -2.66], [1.18, -0.73, -3.81], [0.27, -1.04, -2.12], [3.21, -0.23, -2.91], [2.00, 1.95, -3.17], [1.25, 1.59, -1.57], [3.05, 2.08, -1.56], [3.06, 1.01, 0.12], [3.68, -0.45, 0.90], [0.69, -0.16, 0.16], [1.52, -1.56, 0.99], [1.86, 0.07, 3.00], [0.71, 1.18, 2.20], [-0.54, -1.54, 2.09], [-1.26, 0.91, 3.19], [-2.24, -0.55, 3.17], [-1.18, 2.47, 0.81], [-2.09, 2.07, -1.79], [-2.81, -0.15, -2.35]],
  "mulliken_charge": [-1.08, 0.25, -0.98, -0.41, -0.44, 0.35, -0.53, -0.30, -1.25, 0.71, -0.67, -0.14, -0.32, -0.17, 0.37, 0.47, 0.04, 0.37, 0.38, 0.18, 0.27, 0.16, 0.31, -0.33, 0.20, 0.29, 0.16, 0.31, 0.56, 0.33, 0.34, 0.21, 0.37]
}

***

No. 2
{
  "formula": "C11H19NOS",
  "method": "ωB97M-V/def2-TZVPD",
  "total_energy_ev": -26087.4676,
  "smiles": "CC(C)OCCCNCc1cccs1",
  "homo_lumo_gap_ev": 9.562,
  "multiplicity": 1,
  "de_lowest_ev": 0.124,
  "symbols": ["C", "C", "C", "O", "C", "C", "C", "N", "C", "C", "C", "C", "C", "S", "H", "H", "H", "H", "H", "H", "H", "H", "H", "H", "H", "H", "H", "H", "H", "H", "H", "H", "H"],
  "xyz": [[2.89, -0.40, 2.31], [1.90, -0.92, 3.35], [2.43, -2.17, 4.03], [0.64, -1.27, 2.80], [-0.18, -0.21, 2.35], [-0.19, -0.08, 0.83], [-1.20, 0.99, 0.37], [-1.23, 1.26, -1.05], [-1.72, 0.17, -1.88], [-1.84, 0.64, -3.29], [-1.11, 0.26, -4.37], [-1.47, 0.94, -5.56], [-2.48, 1.82, -5.36], [-3.00, 1.85, -3.72], [3.87, -0.27, 2.77], [2.57, 0.55, 1.90], [2.98, -1.13, 1.50], [1.75, -0.13, 4.11], [2.60, -2.95, 3.29], [3.36, -1.96, 4.54], [1.70, -2.54, 4.75], [-1.20, -0.45, 2.69], [0.12, 0.74, 2.82], [0.80, 0.19, 0.47], [-0.45, -1.05, 0.40], [-0.97, 1.94, 0.87], [-2.21, 0.70, 0.67], [-0.30, 1.54, -1.37], [-2.71, -0.10, -1.49], [-1.08, -0.73, -1.86], [-0.33, -0.49, -4.32], [-1.00, 0.76, -6.51], [-2.95, 2.47, -6.07]],
  "mulliken_charge": [-1.33, 0.66, -1.47, -0.38, -0.70, 0.03, -0.99, -0.23, -0.43, 0.25, -0.57, -0.43, -0.48, -0.13, 0.44, 0.29, 0.33, 0.26, 0.34, 0.40, 0.36, 0.32, 0.38, 0.16, 0.17, 0.37, 0.32, 0.26, 0.32, 0.30, 0.40, 0.38, 0.42]
}

***

No. 3
{
  "formula": "C11H19NPd",
  "method": "ωB97M-V/def2-TZVPD",
  "total_energy_ev": -16677.0855,
  "homo_lumo_gap_ev": [6.059, 6.250],
  "multiplicity": 5,
  "symbols": ["C", "C", "C", "C", "C", "Pd", "N", "C", "C", "H", "H", "H", "H", "H", "H", "H", "H", "H", "H", "C", "C", "C", "C", "H", "H", "H", "H", "H", "H", "H", "H", "H"],
  "xyz": [[-0.44, 0.73, -2.82], [0.97, 0.98, -2.66], [1.14, 1.83, -1.51], [-0.16, 2.12, -0.98], [-1.13, 1.43, -1.77], [0.22, -0.12, -0.77], [-1.24, -1.57, -0.75], [-0.44, -2.56, -1.42], [0.94, -1.94, -1.52], [2.09, 2.18, -1.11], [1.76, 0.59, -3.29], [-0.37, 2.77, -0.13], [-2.21, 1.47, -1.64], [-0.90, 0.12, -3.59], [1.35, -1.87, -2.53], [-0.37, -3.39, -0.68], [-2.19, -1.48, -1.12], [1.64, -2.32, -0.76], [-0.81, -2.94, -2.40], [-1.33, 0.73, 2.11], [0.20, 0.65, 2.15], [0.71, 0.35, 3.55], [0.66, -0.45, 1.21], [-1.76, -0.21, 2.46], [-1.70, 0.91, 1.10], [-1.68, 1.54, 2.76], [0.63, 1.59, 1.78], [0.29, -0.59, 3.93], [1.80, 0.26, 3.56], [0.43, 1.15, 4.25], [1.75, -0.58, 1.18], [0.15, -1.41, 1.41]],
  "mulliken_spin": [0.09, 0.11, 0.19, 0.02, 0.22, 1.30, 0.93, -0.09, 0.69, 0.01, -0.01, 0.00, 0.01, 0.00, -0.03, 0.07, -0.03, 0.00, 0.02, 0.02, -0.04, 0.00, 0.49, 0.00, -0.01, 0.00, 0.01, 0.00, 0.00, 0.00, 0.05, -0.03]
}